Formula: C3H4N2O
Source: the Open Molecules 2025 dataset
Level of theory: ωB97M-V/def2-TZVPD

The value obtained for the energy is -301.32019 hartree. The energy above the lowest of the compared OMol25 structures with the same formula, charge and spin comes out at 104.8 kcal/mol. As for the largest force on an atom: 6.9 eV Å⁻¹. As for the SMILES: [H]/N=c1\cc[nH]o1. Its HOMO energy is -7.94 eV. The frontier orbital gap is 8.6 eV.

```
10
Properties=species:S:1:pos:R:3:forces:R:3
C 0.85710 -0.25933 -0.24574 4.85 2.65 -4.12
C -0.05259 -0.66521 0.73677 -3.30 -0.15 0.69
C -1.24085 0.12521 0.57925 4.03 -2.07 -0.60
H 2.71483 -1.20371 -0.54939 -2.38 3.44 -0.24
H -0.08686 -1.60407 1.24779 0.59 -0.06 0.43
H -2.19262 0.34753 0.97315 -0.74 -0.59 1.16
H -1.31278 1.80261 -0.47409 -0.72 0.57 -0.30
N 2.09028 -0.23292 -0.77341 -0.35 -5.03 2.45
N -0.99772 0.85528 -0.46986 -2.09 3.54 -1.58
O 0.22121 0.83462 -1.02447 0.11 -2.30 2.09
```
Forces are in eV/Å.